[1]
This record from OMol25 describes a structure of composition C18H28AlN4S. The level of theory is ωB97M-V/def2-TZVPD.

Last column: natural (NBO) charge in e.
Atoms and positions in Å:
C (0.840040, 1.522226, -1.570849)  -0.60
C (-0.498517, 0.805045, -1.263522)  -0.96
Al (-2.011333, 2.127981, -1.531686)  1.06
S (-3.977211, 1.202622, -0.765685)  -0.71
H (1.351303, 1.045121, -2.404486)  0.19
H (0.686102, 2.566317, -1.844169)  0.20
H (1.475969, 1.514790, -0.684034)  0.16
H (-0.517258, 0.465296, -0.228610)  0.18
H (-0.600476, -0.077952, -1.892814)  0.20
H (-1.635375, 3.425393, -0.645876)  -0.41
H (-2.076720, 2.549697, -3.093168)  -0.42
H (-4.018906, 0.094809, -1.507071)  0.13
N (3.154734, -2.079117, -3.463259)  -0.51
C (2.316046, -3.041221, -3.957394)  -0.09
C (1.371255, -3.299770, -3.000628)  -0.31
C (1.649294, -2.458463, -1.889448)  -0.29
C (2.759016, -1.723258, -2.201785)  -0.07
H (3.938207, -1.689916, -3.952198)  0.40
H (2.457053, -3.449668, -4.943095)  0.20
H (0.560614, -4.002950, -3.091876)  0.22
H (1.095616, -2.392790, -0.968905)  0.23
H (3.285481, -0.967815, -1.646245)  0.21
N (-3.368742, 7.711882, -1.559336)  -0.52
C (-4.223688, 7.987997, -0.524912)  -0.10
C (-4.496574, 6.804998, 0.111739)  -0.30
C (-3.779431, 5.778453, -0.563276)  -0.29
C (-3.094358, 6.368657, -1.586547)  -0.07
H (-2.998830, 8.388028, -2.199452)  0.40
H (-4.558546, 8.992936, -0.331725)  0.20
H (-5.138538, 6.687050, 0.969026)  0.21
H (-3.758101, 4.728856, -0.327540)  0.25
H (-2.435293, 5.942099, -2.322918)  0.22
N (2.855261, 0.017446, 1.084767)  -0.51
C (3.843797, -0.364749, 1.950673)  -0.09
C (3.317562, -1.306944, 2.795226)  -0.31
C (1.957698, -1.494118, 2.422049)  -0.31
C (1.706251, -0.663756, 1.363129)  -0.07
H (2.946898, 0.702026, 0.355547)  0.42
H (4.830153, 0.062126, 1.892640)  0.20
H (3.846220, -1.805931, 3.590127)  0.21
H (1.245721, -2.162719, 2.876476)  0.21
H (0.813908, -0.493526, 0.781936)  0.24
N (-0.716698, -4.505373, 3.230556)  -0.50
C (-0.966940, -5.232285, 4.361145)  -0.08
C (-0.027463, -6.226344, 4.434417)  -0.32
C (0.822106, -6.090453, 3.301825)  -0.30
C (0.369090, -5.019118, 2.579464)  -0.07
H (-1.250767, -3.713465, 2.921238)  0.42
H (-1.785204, -4.981326, 5.013326)  0.21
H (0.044155, -6.966793, 5.213409)  0.21
H (1.668964, -6.705389, 3.048352)  0.22
H (0.726455, -4.576642, 1.665442)  0.22

Forces on the atoms, in the same order (eV/Å):
-0.5 -0.3 0.1
-0.1 0.5 -0.2
0.5 -0.4 -0.1
-0.3 0.2 0.3
0.3 0.0 0.0
0.1 0.2 0.0
0.2 0.1 -0.1
-0.1 0.0 0.1
0.0 -0.2 0.0
-0.2 0.0 0.1
-0.1 0.0 -0.1
0.1 -0.1 -0.2
0.1 0.0 0.0
0.0 0.0 0.0
0.0 0.0 0.0
0.0 -0.1 0.1
0.0 0.0 -0.1
0.0 0.0 0.0
0.0 0.0 0.0
0.0 0.0 0.0
0.0 0.0 0.0
0.0 0.0 0.0
0.0 0.0 0.0
0.0 0.0 0.0
0.0 0.0 0.0
-0.1 0.0 0.1
0.0 0.0 0.0
0.0 0.0 0.0
0.0 0.0 0.0
0.0 0.0 0.0
0.0 0.0 0.0
0.0 0.0 0.0
0.1 0.0 0.0
0.0 0.0 0.0
0.0 0.0 0.0
0.0 0.0 0.0
-0.1 0.0 -0.1
0.0 0.0 0.0
0.0 0.0 0.0
0.0 0.0 0.0
0.0 0.0 0.0
0.1 0.0 0.0
0.0 0.0 0.0
0.0 0.0 0.0
0.0 0.0 0.0
0.0 0.0 0.0
0.0 0.0 0.0
0.0 0.0 0.0
0.0 0.0 0.0
0.0 0.0 0.0
0.0 0.0 0.0
0.0 0.0 0.0

Computed properties:
Largest force on an atom   0.012 hartree/bohr
E_tot   -1562.3551 hartree
Total charge   -1
LUMO   2.651 eV
Kohn-Sham gap   7.20 eV



[2]
This record from OMol25 describes the ion C22H19Cl2 with charge +1. The level of theory is ωB97M-V/def2-TZVPD.

Last column: natural (NBO) charge in e.
Atoms and positions in Å:
Cl (-4.752633, 0.875255, -1.583667)  0.04
C (-3.110306, 0.404531, -1.639720)  -0.05
C (-2.776927, -0.952191, -1.672076)  -0.23
C (-1.453366, -1.326880, -1.489996)  -0.21
C (-0.459429, -0.366394, -1.273665)  -0.04
C (0.839646, -0.863965, -0.621932)  -0.24
C (2.144283, -0.362557, -1.259395)  0.04
C (3.103936, -1.324218, -1.592258)  -0.21
C (4.420401, -0.952521, -1.876216)  -0.22
C (4.752944, 0.407983, -1.897978)  -0.04
Cl (6.380930, 0.877342, -2.151887)  0.05
C (3.767668, 1.384693, -1.702363)  -0.21
C (2.469163, 0.986691, -1.343334)  -0.23
C (-0.770769, 0.978754, -1.444820)  -0.16
C (-2.103565, 1.372852, -1.615905)  -0.23
H (-3.560338, -1.701801, -1.758982)  0.24
H (-1.192889, -2.386911, -1.415889)  0.22
H (0.837469, -1.953513, -0.758278)  0.22
H (2.832561, -2.380803, -1.567057)  0.22
H (5.178377, -1.708059, -2.046993)  0.24
H (4.021512, 2.434905, -1.779770)  0.24
H (1.749140, 1.761914, -1.082392)  0.21
H (-0.010885, 1.754726, -1.411315)  0.21
H (-2.367603, 2.423547, -1.675656)  0.24
C (2.010352, -1.371147, 1.553208)  -0.60
C (0.861554, -0.596254, 0.871695)  -0.33
C (-0.416652, -0.980714, 1.536196)  0.31
C (-1.430121, -0.110842, 1.939932)  -0.23
C (-2.780812, -0.569580, 1.839605)  -0.05
C (-3.838500, 0.303632, 2.013097)  -0.23
C (-3.602487, 1.614264, 2.450571)  -0.05
C (-2.291953, 2.057133, 2.667930)  -0.25
C (-1.210905, 1.238156, 2.390492)  -0.02
H (2.905590, -0.743929, 1.615126)  0.25
H (1.737185, -1.662643, 2.569858)  0.22
H (2.239704, -2.282435, 0.984916)  0.23
H (0.983241, 0.494854, 1.004950)  0.23
H (-0.568364, -2.052426, 1.677908)  0.22
H (-2.940579, -1.606803, 1.530633)  0.24
H (-4.854543, -0.034392, 1.810451)  0.25
H (-4.444815, 2.278055, 2.646052)  0.25
H (-2.119748, 3.066049, 3.046592)  0.25
H (-0.177485, 1.575643, 2.512318)  0.23

Forces on the atoms, in the same order (eV/Å):
-0.5 0.2 -0.1
1.0 -0.3 -0.1
-0.2 0.2 0.1
0.0 0.1 0.3
0.2 -0.4 0.4
-0.1 0.0 -2.3
-0.2 -0.5 0.5
0.4 0.3 0.1
-0.4 0.3 0.0
-0.9 -0.2 0.0
0.3 0.1 -0.1
-0.2 -0.6 0.2
0.8 0.3 0.0
-0.6 0.2 0.0
0.1 -0.4 0.1
0.1 0.2 0.0
-0.1 0.3 -0.1
0.0 0.1 0.1
0.1 0.2 0.0
0.0 0.1 -0.1
0.0 -0.1 0.1
0.4 -0.2 -0.1
-0.3 -0.2 0.1
0.0 -0.1 0.0
0.1 0.0 0.0
0.0 0.8 1.8
0.2 0.3 -0.7
-0.4 0.5 0.5
0.2 -0.3 0.0
-0.1 -0.1 -0.1
0.2 -0.5 -0.1
0.5 0.2 0.1
0.0 -0.2 -0.7
-0.1 -0.2 -0.1
0.1 0.0 0.0
0.0 0.2 0.2
0.0 -0.4 -0.1
-0.3 0.0 -0.4
-0.1 0.4 0.1
0.3 0.1 0.2
0.2 -0.1 -0.1
0.0 -0.3 -0.1
-0.5 0.0 0.1

Computed properties:
Largest force on an atom   0.044 hartree/bohr
E_tot   -1769.8356 hartree
Total charge   +1
LUMO   -5.968 eV
Kohn-Sham gap   5.59 eV



[3]
This record from OMol25 describes the molecule C3H6N2S. The level of theory is ωB97M-V/def2-TZVPD.

Last column: natural (NBO) charge in e.
Atoms and positions in Å:
C (-1.838083, -1.031253, 0.008723)  -0.43
C (-0.199612, 0.561138, -0.087741)  0.25
C (2.277910, 0.387946, 0.038411)  -0.10
H (-2.020047, -1.809343, -0.744569)  0.21
H (-2.539348, -0.140649, -0.155962)  0.15
H (-2.196521, -1.481388, 0.968254)  0.21
H (-0.988696, 1.309205, -0.041127)  0.15
H (1.188626, 1.999663, -0.058248)  0.40
H (3.108802, 1.048232, 0.284591)  0.20
N (-0.492160, -0.660329, -0.069674)  -0.41
N (1.076518, 1.033991, -0.086060)  -0.58
S (2.622615, -1.217210, -0.056603)  -0.03

Forces on the atoms, in the same order (eV/Å):
-2.6 0.3 -0.1
-1.2 -1.1 0.2
0.1 -1.6 0.1
-0.2 0.3 0.1
0.6 -1.0 0.0
0.9 0.3 -0.4
0.1 0.5 -0.1
-0.2 1.8 0.1
-0.3 0.3 -0.2
1.5 0.0 0.5
1.6 -0.7 0.0
-0.3 1.0 0.0

Computed properties:
Largest force on an atom   0.051 hartree/bohr
Structure (SMILES)   C/N=C/NC=S
E_tot   -625.5683 hartree
Total charge   0
LUMO   0.251 eV
Kohn-Sham gap   8.38 eV



[4]
This record from OMol25 describes a structure of composition C6H13N2. The level of theory is ωB97M-V/def2-TZVPD.

Last column: natural (NBO) charge in e.
Atoms and positions in Å:
C (-0.225863, 1.132543, -3.903590)  0.07
C (0.019534, -0.440304, -0.241598)  0.61
C (1.480096, -0.308871, 1.702006)  -0.60
C (0.112274, 1.607145, 0.960630)  -0.57
C (-1.049717, -0.626581, 2.003213)  -0.60
C (0.104149, 0.043338, 1.136592)  -0.17
N (0.647835, 0.355724, -3.436247)  -0.63
N (0.005852, -0.735523, -1.364349)  -0.46
H (-1.254706, 0.978698, -3.621837)  0.19
H (-0.133300, 2.082054, -4.620417)  0.22
H (2.133729, 0.553742, 1.601604)  0.23
H (1.844675, -1.241924, 1.243287)  0.23
H (1.493732, -0.463963, 2.734154)  0.24
H (0.250186, 1.957692, 2.002403)  0.25
H (-0.684016, 1.991968, 0.357071)  0.23
H (1.037197, 1.694126, 0.426275)  0.21
H (-0.878490, -1.735113, 2.102890)  0.23
H (-1.228484, -0.276737, 3.020490)  0.25
H (-1.993928, -0.482663, 1.487269)  0.22
H (0.354819, -0.453983, -2.440500)  0.43
H (1.673665, 0.537461, -3.689400)  0.41

Forces on the atoms, in the same order (eV/Å):
-0.4 2.3 -1.6
0.0 -0.7 -1.5
0.5 -0.4 -1.4
0.4 -1.7 1.1
0.1 -0.8 -0.9
-1.1 0.0 1.2
2.4 0.5 -0.8
-0.3 -0.1 3.4
-0.3 -0.3 0.2
0.5 -2.3 1.5
0.5 -0.4 -0.6
0.3 0.6 0.2
-0.6 -0.4 1.8
-0.4 0.5 -0.8
-0.7 0.4 0.2
0.5 1.0 -0.3
0.0 1.1 -0.3
0.7 0.5 -0.1
-0.2 -0.1 -0.1
0.0 0.7 -1.3
-1.9 -0.3 0.2

Computed properties:
Largest force on an atom   0.066 hartree/bohr
E_tot   -345.6122 hartree
Total charge   +1
LUMO   -3.577 eV
Kohn-Sham gap   12.03 eV



HOMO readings, ordered: -4.54 -11.56 -8.13 -15.60 eV